ORCA calculation (ωB97M-V/def2-TZVPD) on C4H9NO2 in the gas phase.

Positions of all 16 atoms, in Å:
O: 1.33 1.40 0.57
C: 0.73 0.20 1.01
C: -0.83 0.29 1.02
O: -1.40 -0.57 0.07
C: -0.87 -0.31 -1.21
C: 0.65 -0.63 -1.24
N: 1.19 -0.83 0.10
H: 0.79 2.14 0.86
H: 1.10 -0.05 2.01
H: -1.16 1.33 0.83
H: -1.23 -0.02 1.99
H: -1.05 0.75 -1.46
H: -1.43 -0.92 -1.91
H: 1.20 0.18 -1.72
H: 0.84 -1.55 -1.81
H: 0.87 -1.72 0.47

Its LUMO energy is 0.896 eV. Its structure (SMILES) is O[C@H]1COCCN1. The max |F| is 0.32 eV/Å. The HOMO energy is -0.327 Eh. As for the energy above the lowest of the compared OMol25 structures with the same formula, charge and spin: 187.8 kJ/mol. Its multiplicity is 1. For the gap between HOMO and LUMO, the calculation gives 9.79 eV.

***

ORCA calculation (ωB97M-V/def2-TZVPD) on C4H9NO2 in the gas phase.

Positions of all 16 atoms, in Å:
C: -2.08 1.03 -0.81
N: -1.04 0.36 -0.10
C: -0.74 0.35 1.12
O: 0.25 -0.44 1.56
C: 0.86 -1.27 0.56
C: 2.00 -0.56 -0.17
O: 1.69 0.71 -0.68
H: -1.65 1.33 -1.77
H: -2.87 0.31 -1.02
H: -2.51 1.92 -0.34
H: -1.17 0.90 1.96
H: 1.26 -2.13 1.09
H: 0.09 -1.62 -0.14
H: 2.83 -0.41 0.53
H: 2.35 -1.23 -0.97
H: 0.73 0.75 -0.82

Its LUMO energy is 0.967 eV. Its structure (SMILES) is C/N=C/OCCO. The max |F| is 0.47 eV/Å. The HOMO energy is -0.355 Eh. As for the energy above the lowest of the compared OMol25 structures with the same formula, charge and spin: 208.5 kJ/mol. Its multiplicity is 1. For the gap between HOMO and LUMO, the calculation gives 10.64 eV.

***

ORCA calculation (ωB97M-V/def2-TZVPD) on C4H9NO2 in the gas phase at a distorted geometry.

Positions of all 16 atoms, in Å:
C: -1.17 1.00 1.00
N: -0.14 -0.11 1.18
C: 0.61 -0.59 0.03
C: 1.91 0.28 0.00
O: 1.84 1.48 0.07
C: 0.01 -0.47 -1.38
O: -1.07 -1.50 -1.40
H: -0.75 1.80 0.39
H: -1.15 1.45 1.99
H: -2.17 0.74 0.64
H: -0.75 -0.83 1.54
H: 1.04 -1.59 0.12
H: 2.89 -0.22 0.12
H: -0.29 0.55 -1.56
H: 0.79 -0.84 -2.08
H: -1.59 -1.16 -0.66

Its LUMO energy is 0.795 eV. Its structure (SMILES) is CN[C@H](C=O)CO. The max |F| is 2.99 eV/Å. The HOMO energy is -0.338 Eh. As for the energy above the lowest of the compared OMol25 structures with the same formula, charge and spin: 278.9 kJ/mol. Its multiplicity is 1. For the gap between HOMO and LUMO, the calculation gives 10.00 eV.

***

ORCA calculation (ωB97M-V/def2-TZVPD) on C4H9NO2 in the gas phase.

Positions of all 16 atoms, in Å:
C: 1.95 -0.59 -1.01
N: 0.88 0.39 -0.94
C: 0.40 0.60 0.37
O: -0.43 1.77 0.50
C: -1.57 1.00 0.89
C: -0.82 -0.32 0.67
O: -1.29 -0.98 -0.49
H: 1.72 -1.56 -0.52
H: 2.16 -0.79 -2.06
H: 2.86 -0.19 -0.55
H: 0.07 0.01 -1.42
H: 1.23 0.67 1.10
H: -1.86 1.16 1.93
H: -2.42 1.19 0.22
H: -0.75 -1.07 1.46
H: -2.14 -1.28 -0.15

Its LUMO energy is 0.709 eV. Its structure (SMILES) is CN[C@H]1OC[C@H]1O. The max |F| is 0.86 eV/Å. The HOMO energy is -0.333 Eh. As for the energy above the lowest of the compared OMol25 structures with the same formula, charge and spin: 269.6 kJ/mol. Its multiplicity is 1. For the gap between HOMO and LUMO, the calculation gives 9.77 eV.

***

ORCA calculation (ωB97M-V/def2-TZVPD) on C4H9NO2 in the gas phase at a distorted geometry.

Positions of all 16 atoms, in Å:
H: 2.64 0.66 2.50
N: 2.56 0.15 1.62
C: 1.43 0.43 1.09
O: 0.47 1.11 1.81
O: 1.06 0.13 -0.13
C: -0.58 -0.07 -0.29
C: -0.81 0.53 -1.65
C: -0.75 -1.56 -0.22
H: 0.22 1.93 1.36
H: -1.25 0.41 0.43
H: -1.86 0.41 -1.95
H: -0.58 1.61 -1.62
H: -0.15 0.08 -2.40
H: -0.53 -1.92 0.79
H: -0.07 -2.07 -0.90
H: -1.79 -1.83 -0.45

Its LUMO energy is 0.574 eV. Its structure (SMILES) is [H]/N=C(\O)OC(C)C. The max |F| is 3.10 eV/Å. The HOMO energy is -0.359 Eh. As for the energy above the lowest of the compared OMol25 structures with the same formula, charge and spin: 190.0 kJ/mol. Its multiplicity is 1. For the gap between HOMO and LUMO, the calculation gives 10.33 eV.

***

ORCA calculation (ωB97M-V/def2-TZVPD) on a 2-piece molecular cluster, C4H9NO2 overall.

Positions of all 16 atoms, in Å:
C: -1.10 -1.98 0.73
N: -0.52 -1.02 -0.18
C: -0.82 0.20 -0.13
C: -0.26 1.08 -1.23
O: 0.64 0.35 -2.01
H: -1.64 -2.72 0.14
H: -0.30 -2.51 1.26
H: -1.79 -1.54 1.47
H: -1.47 0.64 0.63
H: -1.11 1.45 -1.82
H: 0.24 1.97 -0.82
H: 0.50 -0.57 -1.73
C: 1.92 1.15 0.92
O: 0.94 1.39 1.58
H: 2.90 1.55 1.20
H: 1.87 0.55 -0.01

Its LUMO energy is 0.801 eV. Its structure (SMILES) is C/N=C/CO.C=O. The max |F| is 0.61 eV/Å. The HOMO energy is -0.366 Eh. As for the energy above the lowest of the compared OMol25 structures with the same formula, charge and spin: 267.6 kJ/mol. Its multiplicity is 1. For the gap between HOMO and LUMO, the calculation gives 10.75 eV.

***

ORCA calculation (ωB97M-V/def2-TZVPD) on a 2-piece molecular cluster, C4H9NO2 overall at a distorted geometry.

Positions of all 16 atoms, in Å:
H: -1.23 1.92 1.40
N: -0.39 1.67 0.88
C: 0.10 0.59 1.34
O: 1.30 -0.01 0.74
C: 2.01 0.77 -0.23
H: -0.14 0.06 2.27
H: 1.64 1.78 -0.39
H: 1.94 0.27 -1.19
H: 3.06 0.84 0.08
C: -1.46 -0.93 -1.27
C: -0.88 -1.44 0.03
O: -1.57 -1.85 0.95
H: -2.51 -0.64 -1.13
H: -0.88 -0.07 -1.62
H: -1.38 -1.71 -2.03
H: 0.40 -1.26 0.16

Its LUMO energy is 0.840 eV. Its structure (SMILES) is [H]/N=C/OC.CC=O. The max |F| is 4.32 eV/Å. The HOMO energy is -0.326 Eh. As for the energy above the lowest of the compared OMol25 structures with the same formula, charge and spin: 336.9 kJ/mol. Its multiplicity is 1. For the gap between HOMO and LUMO, the calculation gives 9.72 eV.

***

ORCA calculation (ωB97M-V/def2-TZVPD) on C4H9NO2 in the gas phase.

Positions of all 16 atoms, in Å:
C: -1.91 -0.25 -0.82
N: -1.75 1.04 -0.18
C: -0.81 1.45 0.55
O: 0.35 0.91 1.01
C: 0.61 -0.49 1.03
C: 1.68 -0.83 0.00
O: 1.25 -0.60 -1.33
H: -0.99 -0.78 -1.03
H: -2.56 -0.89 -0.20
H: -2.43 -0.10 -1.77
H: -0.85 2.47 0.92
H: 0.99 -0.72 2.03
H: -0.31 -1.05 0.86
H: 2.58 -0.25 0.23
H: 1.93 -1.90 0.07
H: 1.08 0.35 -1.40

Its LUMO energy is 0.845 eV. Its structure (SMILES) is C/N=C\OCCO. The max |F| is 0.48 eV/Å. The HOMO energy is -0.349 Eh. As for the energy above the lowest of the compared OMol25 structures with the same formula, charge and spin: 228.2 kJ/mol. Its multiplicity is 1. For the gap between HOMO and LUMO, the calculation gives 10.34 eV.

***

ORCA calculation (ωB97M-V/def2-TZVPD) on an isolated ion of composition C4H9NO2 and charge +1 at a distorted geometry.

Positions of all 16 atoms, in Å:
C: 0.16 -1.09 -0.22
C: 1.55 -1.19 0.44
O: 2.12 -2.44 0.23
C: -0.56 0.10 0.27
N: -1.23 0.90 -0.70
C: -1.67 2.26 -0.23
O: -0.38 0.56 1.38
H: -0.36 -2.01 0.06
H: 0.29 -0.98 -1.30
H: 2.14 -0.37 0.02
H: 1.53 -1.00 1.52
H: 2.97 -2.65 0.64
H: -1.67 0.35 -1.44
H: -1.82 2.02 0.81
H: -2.29 2.67 -1.03
H: -0.75 2.86 -0.44

Its LUMO energy (spin up / spin down) is -3.899 / -9.218 eV. The charge is +1. The max |F| is 3.73 eV/Å. The HOMO energy (spin up / spin down) is -0.513 / -0.513 Eh. As for the energy above the lowest of the compared OMol25 structures with the same formula, charge and spin: 232.3 kJ/mol. Its multiplicity is 2. For the gap between HOMO and LUMO (spin up / spin down), the calculation gives 10.05 / 4.73 eV.

***

ORCA calculation (ωB97M-V/def2-TZVPD) on an isolated ion of composition C4H9NO2PS and charge -1 at a distorted geometry.

Positions of all 18 atoms, in Å:
C: 1.25 0.32 -0.25
C: -1.73 -0.76 -0.96
C: 0.55 -0.74 0.17
C: -0.39 -1.50 -0.79
N: -0.84 1.11 1.64
O: 1.47 0.79 -1.35
O: 0.18 -1.70 -2.04
P: 0.25 2.01 2.18
S: 2.32 1.28 1.17
H: -1.37 0.20 -1.13
H: -2.27 -0.78 0.10
H: -2.26 -1.12 -1.90
H: 0.53 -0.92 1.28
H: -0.58 -2.48 -0.46
H: -1.51 1.57 0.94
H: 0.71 -0.92 -2.33
H: 0.93 1.28 3.33
H: 2.76 2.36 0.38

Its LUMO energy is 3.358 eV. The charge is -1. The max |F| is 4.47 eV/Å. The HOMO energy is -0.121 Eh. As for the energy above the lowest of the compared OMol25 structures with the same formula, charge and spin: 284.1 kJ/mol. Its multiplicity is 1. For the gap between HOMO and LUMO, the calculation gives 6.65 eV.

***

ORCA calculation (ωB97M-V/def2-TZVPD) on C4H9NO2S in the gas phase at a distorted geometry.

Positions of all 17 atoms, in Å:
C: -0.92 1.22 -0.66
C: -1.43 1.05 0.69
C: -0.25 0.31 0.30
C: -0.31 -1.31 0.17
N: 1.14 0.77 0.72
O: 1.74 -0.70 -1.21
O: 1.26 -3.14 -0.81
S: 0.61 -1.87 -1.24
H: -1.64 0.66 -1.38
H: -0.40 2.09 -1.05
H: -1.33 2.01 1.30
H: -2.28 0.58 0.95
H: -1.39 -1.67 0.32
H: 0.35 -1.68 0.92
H: 0.95 1.35 1.50
H: 1.55 1.20 -0.05
H: 2.37 -0.90 -0.46

Its LUMO energy is 0.843 eV. The max |F| is 5.42 eV/Å. The HOMO energy is -0.338 Eh. As for the energy above the lowest of the compared OMol25 structures with the same formula, charge and spin: 333.6 kJ/mol. Its multiplicity is 1. For the gap between HOMO and LUMO, the calculation gives 10.03 eV.

***

ORCA calculation (ωB97M-V/def2-TZVPD) on C4H9NO2S as an isolated structure at a distorted geometry.

Positions of all 17 atoms, in Å:
C: -1.41 -0.10 0.46
C: -0.51 0.85 -0.19
C: 0.69 0.43 0.59
C: -0.05 -0.94 0.68
H: -3.29 -1.08 0.21
H: -2.79 -0.32 -1.13
H: -1.86 0.08 1.39
H: -0.42 0.46 -1.26
H: -0.09 2.63 -0.46
H: 0.72 0.94 1.52
H: 2.13 -1.27 -0.52
H: -0.09 -1.56 1.56
H: -0.77 -2.24 -0.58
N: -2.48 -0.82 -0.27
O: -0.96 2.29 -0.23
O: 0.32 -1.65 -0.54
S: 2.29 0.10 -0.13

Its LUMO energy is 0.691 eV. The max |F| is 7.35 eV/Å. The HOMO energy is -0.326 Eh. As for the energy above the lowest of the compared OMol25 structures with the same formula, charge and spin: 391.4 kJ/mol. Its multiplicity is 1. For the gap between HOMO and LUMO, the calculation gives 9.55 eV.